19
Properties=species:S:1:pos:R:3 method="wB97M-V/def2-TZVPD" lumo_energy_ha=0.0094 e_homo_ha=-0.3276 gap_ha=0.3370
C -0.792 0.864 -0.992
C -1.550 -0.095 -0.573
C 0.685 0.740 -0.858
C -0.769 -1.523 0.470
C 1.468 0.085 -1.965
C -0.906 -1.323 1.958
N 1.201 1.274 0.241
O 0.266 1.749 1.189
O 2.348 1.292 0.664
O -0.378 -2.425 -0.150
I -3.648 -0.173 -0.733
H -1.137 1.629 -1.699
H 2.571 0.374 -1.646
H 1.165 -0.943 -1.827
H 1.354 0.431 -3.024
H -1.792 -0.861 2.332
H -0.703 -2.337 2.394
H -0.207 -0.639 2.215
H 0.826 1.878 2.003

50
Properties=species:S:1:pos:R:3 method="wB97M-V/def2-TZVPD" lumo_energy_ha=-0.0008 smiles="O=C(NN=C1CCCCCC1)c1cc(-c2ccccc2)nc2ccccc12" e_homo_ha=-0.3068 gap_ha=0.3059
O -1.096 -3.378 -1.775
C -0.794 -2.445 -1.058
N 0.491 -2.332 -0.609
N 0.898 -1.360 0.232
C 2.093 -1.251 0.649
C 2.366 -0.060 1.513
H 2.765 -0.391 2.476
H 1.419 0.452 1.689
C 3.364 0.910 0.867
C 4.786 0.352 0.792
C 5.099 -0.482 -0.457
C 4.015 -1.471 -0.895
C 3.260 -2.124 0.275
H 3.925 -2.247 1.129
H 2.917 -3.120 -0.017
H 3.289 -0.964 -1.534
H 4.487 -2.247 -1.502
H 6.024 -1.030 -0.262
H 5.296 0.192 -1.294
H 4.976 -0.241 1.689
H 5.495 1.183 0.810
H 3.375 1.816 1.475
H 3.014 1.189 -0.128
H 1.128 -3.064 -0.928
C -1.732 -1.370 -0.632
C -1.369 -0.051 -0.736
C -2.275 0.961 -0.341
N -3.468 0.682 0.129
C -3.863 -0.598 0.222
C -5.161 -0.858 0.714
C -5.611 -2.142 0.827
C -4.789 -3.219 0.459
C -3.525 -3.002 -0.018
C -3.031 -1.691 -0.155
H -2.901 -3.831 -0.313
H -5.165 -4.227 0.554
H -6.605 -2.339 1.201
H -5.772 -0.013 0.989
C -1.909 2.383 -0.408
C -0.947 2.863 -1.294
C -0.631 4.209 -1.322
C -1.266 5.094 -0.467
C -2.231 4.628 0.411
C -2.552 3.286 0.439
H -3.303 2.907 1.115
H -2.734 5.317 1.075
H -1.013 6.144 -0.489
H 0.114 4.570 -2.017
H -0.460 2.192 -1.986
H -0.390 0.216 -1.097

11
Properties=species:S:1:pos:R:3 method="wB97M-V/def2-TZVPD" lumo_energy_ha=0.0320 e_homo_ha=-0.3302 gap_ha=0.3622
C -1.285 0.506 -0.321
C -1.908 -0.660 -0.634
C -0.150 0.233 0.491
C 3.229 0.448 -0.024
N 0.076 -1.029 0.763
O 0.637 1.208 0.951
O 3.447 -0.233 -0.895
S -1.063 -1.979 0.071
H -1.580 1.492 -0.616
H -2.787 -0.821 -1.223
H 1.384 0.834 1.438

17
Properties=species:S:1:pos:R:3 method="wB97M-V/def2-TZVPD" s_squared=0.754 lumo_energy_ha="0.2215 / 0.2212" multiplicity=2 e_homo_ha="-0.0154 / 0.0000" total_charge=-2 gap_ha="0.2370 / 0.2212"
C -0.815 0.796 0.847
C -0.661 0.996 -0.684
C -1.360 -0.245 -0.127
S -3.990 -1.985 -0.509
N 0.710 1.083 -1.086
C 1.400 2.078 -0.569
N 2.758 2.134 -1.034
O 1.068 2.983 0.233
H 0.070 0.462 1.366
H 0.192 -7.027 2.608
H -1.581 1.248 1.475
H -1.316 1.512 -1.382
H -2.417 -0.444 -0.432
H -0.996 -1.268 -0.144
H 0.737 -6.855 2.149
H 3.205 3.013 -0.918
H 2.995 1.519 -1.795

Record-wise energy above the lowest of the compared OMol25 structures with the same formula, charge and spin values, in kcal/mol: 61.7; 21.8; 15.3; 0.0